Entry 1:
Molecular formula: C33H29N5O2RuS4
Method: DFT, the ωB97M-V functional and the def2-TZVPD basis

Geometry as XYZ:
```
74
Properties=species:S:1:pos:R:3:mulliken_charge:R:1
Ru 1.272 1.567 -1.816 0.450
N 4.024 -1.746 -1.766 -0.416
C 3.016 -0.842 -1.897 0.398
S 3.429 0.796 -2.164 -0.368
N 1.801 -1.363 -1.813 -1.290
N 0.790 -0.468 -1.879 1.633
C -0.378 -0.979 -2.150 0.251
C -0.513 -2.445 -2.405 -1.109
C -0.433 -3.354 -1.355 0.053
C -0.568 -4.712 -1.594 -0.813
C -0.778 -5.175 -2.887 -0.465
C -0.839 -4.275 -3.940 -0.772
C -0.706 -2.914 -3.699 0.126
C -1.597 -0.165 -2.279 0.746
C -2.768 -0.710 -2.822 -0.898
C -3.857 0.075 -3.125 -0.715
C -3.806 1.439 -2.867 -0.780
C -2.697 1.940 -2.240 -0.351
N -1.661 1.143 -1.907 0.331
H 4.934 -1.466 -2.088 0.242
H 3.770 -2.713 -1.882 0.240
H -0.258 -2.994 -0.349 0.518
H -0.505 -5.411 -0.770 0.431
H -0.889 -6.235 -3.072 0.398
H -0.991 -4.629 -4.951 0.397
H -0.739 -2.210 -4.523 0.506
H -2.790 -1.769 -3.019 0.562
H -4.738 -0.372 -3.566 0.441
H -4.620 2.102 -3.123 0.458
H -2.559 2.967 -1.933 0.235
O -0.745 1.711 -1.151 0.401
N 0.249 4.102 0.276 -0.237
C -0.959 4.546 0.615 -0.125
C -1.755 5.331 -0.197 -0.773
C -1.246 5.683 -1.445 -0.293
C -0.003 5.218 -1.818 -0.521
C 0.726 4.399 -0.939 0.320
S 2.278 3.724 -1.425 -0.402
H -1.305 4.251 1.603 0.401
H -2.728 5.667 0.136 0.414
H -1.814 6.317 -2.115 0.384
H 0.424 5.456 -2.782 0.427
S 0.263 1.573 -4.939 -0.305
C 0.844 1.750 -3.488 -0.174
O 1.678 1.124 0.318 -0.359
S 0.621 1.216 1.398 0.983
C 1.614 1.278 2.915 -1.538
C 2.566 0.133 3.091 0.308
C 3.619 -0.073 2.200 0.009
C 4.455 -1.168 2.355 -0.739
C 4.265 -2.056 3.406 -0.404
C 3.233 -1.845 4.307 -0.712
C 2.385 -0.758 4.145 -0.298
C -0.032 -0.469 1.521 -0.296
C -1.101 -0.560 2.571 0.062
C -1.011 -1.487 3.604 -0.294
C -2.012 -1.573 4.562 -0.846
C -3.112 -0.731 4.497 -0.400
C -3.208 0.199 3.470 -0.879
C -2.210 0.284 2.513 0.012
H 0.895 1.343 3.734 0.539
H 2.127 2.237 2.816 0.540
H 3.771 0.617 1.381 0.432
H 5.260 -1.326 1.649 0.406
H 4.927 -2.904 3.528 0.398
H 3.085 -2.525 5.137 0.398
H 1.578 -0.593 4.850 0.434
H 0.803 -1.151 1.686 0.697
H -0.440 -0.639 0.523 -0.500
H -0.154 -2.149 3.651 0.473
H -1.931 -2.299 5.361 0.390
H -3.896 -0.804 5.239 0.395
H -4.065 0.859 3.415 0.416
H -2.287 1.006 1.707 0.422
```

## Properties
E ... -92159.46965 eV
Spin multiplicity ... 1
Energy relative to the best compared isomer or geometry (same formula, charge and spin) ... 0.0 kJ/mol

=====

Entry 2:
Molecular formula: C33H29NO5P2PtS
Method: DFT, the ωB97M-V functional and the def2-TZVPD basis

Geometry as XYZ:
```
72
Properties=species:S:1:pos:R:3:mulliken_charge:R:1
Pt -0.617 2.346 0.489 1.936
C -0.434 -5.040 -0.635 -0.688
S 1.305 -4.678 -0.969 -0.105
C 1.168 -3.417 -2.269 -1.118
C 1.165 -1.974 -1.778 -0.156
C 0.011 -1.689 -0.830 -0.334
N -0.032 -0.292 -0.415 0.303
P -0.495 1.081 -1.339 0.277
C 0.824 1.429 -2.507 0.905
C 0.569 1.818 -3.823 -0.580
C 1.620 2.195 -4.643 -0.672
C 2.917 2.203 -4.150 -0.569
C 3.168 1.854 -2.830 -0.945
C 2.125 1.477 -2.004 -0.394
C -1.954 0.577 -2.282 0.500
C -1.900 -0.346 -3.329 -0.052
C -3.068 -0.796 -3.920 -0.866
C -4.298 -0.329 -3.475 -0.528
C -4.361 0.591 -2.441 -0.799
C -3.192 1.041 -1.845 -0.536
P -0.430 0.278 1.129 -0.649
C -1.827 -0.615 1.821 0.751
C -3.088 -0.029 1.828 -0.378
C -4.172 -0.731 2.332 -0.782
C -3.998 -2.016 2.821 -0.462
C -2.737 -2.600 2.828 -0.877
C -1.649 -1.899 2.338 -0.327
C 0.957 0.065 2.218 1.041
C 2.250 -0.095 1.723 -0.201
C 3.327 -0.026 2.593 -0.788
C 3.112 0.204 3.945 -0.453
C 1.824 0.363 4.440 -0.683
C 0.743 0.299 3.578 -0.647
H -0.448 -5.882 0.055 0.362
H -0.946 -5.335 -1.550 0.290
H -0.957 -4.205 -0.174 0.122
H 0.271 -3.635 -2.854 0.386
H 2.024 -3.572 -2.926 0.464
H 1.124 -1.307 -2.643 0.174
H 2.104 -1.754 -1.265 0.189
H 0.152 -2.294 0.069 0.292
H -0.950 -1.973 -1.275 0.435
H -0.441 1.831 -4.207 0.447
H 1.425 2.492 -5.665 0.417
H 3.734 2.505 -4.791 0.391
H 4.171 1.904 -2.432 0.475
H 2.310 1.277 -0.957 0.256
H -0.945 -0.706 -3.690 0.467
H -3.019 -1.511 -4.731 0.435
H -5.208 -0.682 -3.942 0.411
H -5.318 0.963 -2.101 0.434
H -3.226 1.762 -1.037 0.313
H -3.200 0.984 1.460 0.323
H -5.151 -0.271 2.353 0.440
H -4.844 -2.561 3.216 0.405
H -2.601 -3.594 3.232 0.440
H -0.659 -2.337 2.384 0.458
H 2.410 -0.257 0.664 0.007
H 4.335 -0.134 2.216 0.426
H 3.956 0.295 4.616 0.423
H 1.664 0.609 5.479 0.330
H -0.252 0.501 3.954 0.363
O 3.659 3.744 4.615 -0.610
C 2.836 3.708 3.738 0.420
C 3.120 3.726 2.235 0.218
O 4.205 3.825 1.716 -0.637
C 1.799 3.558 1.574 0.736
C 0.811 3.485 2.571 0.901
O -0.469 3.305 2.272 -1.108
C 1.336 3.503 3.910 0.260
O 0.753 3.373 4.973 -0.714
O 1.603 3.414 0.340 -0.967
```

## Properties
E ... -79079.16517 eV
Spin multiplicity ... 1
Energy relative to the best compared isomer or geometry (same formula, charge and spin) ... 135.6 kJ/mol

=====

Entry 3:
Molecular formula: C33H30AsN3PbS4
Method: DFT, the ωB97M-V functional and the def2-TZVPD basis

Geometry as XYZ:
```
72
Properties=species:S:1:pos:R:3:mulliken_charge:R:1
Pb 0.518 0.252 -0.673 0.916
C -3.252 0.048 -2.678 -1.308
C -3.063 0.241 -1.198 0.378
C -3.024 -0.859 -0.340 -0.429
C -2.834 -0.703 1.025 0.797
C -2.815 -1.889 1.951 -1.713
C -2.665 0.583 1.534 -0.196
C -2.682 1.694 0.706 0.657
C -2.423 3.072 1.253 -1.375
C -2.889 1.510 -0.662 -0.026
H -4.303 -0.142 -2.916 0.405
H -2.659 -0.794 -3.035 0.294
H -2.934 0.936 -3.226 0.081
H -3.108 -1.859 -0.755 0.232
H -3.789 -2.021 2.433 0.484
H -2.069 -1.756 2.735 0.254
H -2.576 -2.806 1.413 0.287
H -2.469 0.711 2.595 0.223
H -3.272 3.737 1.073 0.393
H -1.556 3.519 0.762 0.001
H -2.236 3.038 2.328 0.358
H -2.860 2.372 -1.323 0.344
C 0.597 -4.534 0.616 -1.033
C 0.201 -3.243 0.217 -1.037
N 0.287 -2.193 0.999 0.787
C 0.823 -2.345 2.226 -0.319
C 1.221 -3.591 2.727 1.225
C 1.084 -4.709 1.878 -1.032
C 1.763 -3.692 4.050 -0.731
C 1.918 -2.600 4.828 -0.944
C 1.554 -1.302 4.340 1.272
C 1.740 -0.132 5.095 -0.772
C 1.402 1.082 4.558 -1.006
C 0.869 1.110 3.259 -0.519
N 0.673 0.034 2.534 0.423
C 1.009 -1.164 3.049 -0.084
H 0.540 -5.339 -0.102 0.530
H -0.174 -3.079 -0.789 0.742
H 1.403 -5.685 2.228 0.336
H 2.057 -4.672 4.410 0.360
H 2.337 -2.680 5.825 0.353
H 2.165 -0.205 6.090 0.359
H 1.551 2.006 5.100 0.435
H 0.613 2.057 2.791 0.561
S 3.493 -1.370 -4.350 -0.607
As 2.264 -1.932 -2.738 0.297
S 2.879 -0.836 -0.872 -0.511
S 0.201 -1.100 -2.964 -0.607
S 2.132 -4.021 -2.338 -0.600
C 4.314 4.369 1.460 -0.531
C 3.880 3.056 1.622 -0.704
C 2.884 2.528 0.824 -0.268
C 2.255 3.288 -0.189 0.221
C 2.738 4.606 -0.361 -0.385
C 3.735 5.125 0.448 -0.559
N 1.298 2.699 -0.965 -0.305
C 0.357 3.421 -1.647 0.289
C -0.212 2.849 -2.809 -0.436
C -1.262 3.452 -3.477 -0.709
C -1.800 4.659 -3.036 -0.558
C -1.245 5.248 -1.905 -0.665
C -0.193 4.655 -1.226 -0.242
H 5.098 4.780 2.086 0.343
H 4.332 2.423 2.380 0.414
H 2.594 1.492 0.952 0.091
H 2.334 5.213 -1.161 0.450
H 4.077 6.140 0.271 0.339
H 0.202 1.916 -3.180 0.699
H -1.662 2.971 -4.364 0.425
H -2.622 5.129 -3.563 0.352
H -1.648 6.186 -1.534 0.315
H 0.198 5.127 -0.333 0.490
```

## Properties
E ... -148611.42361 eV
Spin multiplicity ... 1
Net charge ... -2
Energy relative to the best compared isomer or geometry (same formula, charge and spin) ... 0.0 kJ/mol

=====

Number 1: E_HOMO -6.99 eV. Number 2: E_HOMO -6.97 eV. Number 3: E_HOMO -1.40 eV.